Below is a molecular structure, C23H23N2O2S3W, with properties calculated with ωB97M-V/def2-TZVPD.

Structure (ORCA input):
```
! RIJCOSX wB97M-V def2-TZVPD def2/J DEFGRID3
* xyz 1 3
W 12.6925 14.3947 5.5136
C 10.7683 16.4301 4.4081
N 10.9933 15.7589 5.7379
C 11.4007 16.7913 6.7455
C 12.7206 17.3640 6.2767
N 13.7876 16.2495 6.2930
C 14.1749 15.8660 7.6634
C 14.9760 16.6280 5.6494
C 15.6789 17.7746 5.9237
C 16.8548 18.1069 5.2805
C 17.3377 17.2747 4.2916
C 16.5717 16.1561 3.9579
C 15.4058 15.8247 4.5370
S 14.3602 14.5444 3.9319
C 9.7264 15.0366 5.9646
C 8.6796 15.5546 6.7559
C 7.5284 14.7944 6.8611
C 7.3981 13.5927 6.2248
C 8.4185 13.1338 5.4341
C 9.6385 13.8480 5.2735
S 10.9834 13.1311 4.3969
H 10.4717 17.4860 4.5537
H 10.0777 15.9587 3.7458
H 11.7351 16.5008 3.8968
H 11.3915 16.3987 7.7543
H 10.6336 17.6705 6.6835
H 13.0388 18.2262 6.8956
H 12.6763 17.7511 5.2980
H 14.6782 16.7181 8.1120
H 14.8394 15.0076 7.7088
H 13.2758 15.6875 8.2474
H 15.4299 18.4196 6.7333
H 17.2950 19.0203 5.5555
H 18.2807 17.4708 3.8537
H 16.9363 15.5245 3.0997
H 8.7595 16.4521 7.2553
H 6.7873 15.1835 7.4795
H 6.4251 13.0144 6.2695
H 8.2986 12.2308 4.8142
O 10.9700 7.0096 4.6171
C 11.8491 7.1952 5.6062
O 12.2685 6.2693 6.2068
C 12.1849 8.6924 5.9168
C 11.1955 9.4629 6.4361
C 11.5638 10.7641 6.7068
C 12.8724 11.1815 6.5125
S 13.2906 12.8169 7.0710
C 13.8907 10.3978 5.9784
C 13.4931 9.1076 5.6593
H 10.9263 7.8281 4.1802
H 10.1943 9.0887 6.6243
H 10.8941 11.4791 7.1930
H 14.9331 10.5979 5.8873
H 14.2853 8.4179 5.2754
*
```

Maximum force, hartree/bohr: 0.074
HOMO-LUMO gap (spin up / spin down), eV: 6.9916 / 7.1882
Electronic energy, hartree: -2411.6731
HOMO level (spin up / spin down), eV: -10.7 / -11.3
Expectation value of S²: 2.019

Here are the natural (NBO) charges for atoms 1 to 8, given in e:
1 W 0.95
2 C -0.42
3 N -0.53
4 C -0.25
5 C -0.23
6 N -0.50
7 C -0.42
8 C 0.10

Below is a molecular structure, C23H23N3O7SeZr, with properties calculated with ωB97M-V/def2-TZVPD.

Structure (ORCA input):
```
! RIJCOSX wB97M-V def2-TZVPD def2/J DEFGRID3
* xyz 0 1
Zr -8.1074 -4.7935 14.7673
O -7.9655 -6.7769 15.3823
C -7.3049 -7.9215 15.3474
C -7.4373 -8.8938 16.3249
C -6.7779 -10.0645 16.2649
C -5.9841 -10.4509 15.1870
C -5.8473 -9.4894 14.2033
C -6.4630 -8.2457 14.2907
C -6.1641 -7.2440 13.2893
N -6.4571 -5.9274 13.3370
C -5.8684 -5.3331 12.1895
C -5.2482 -6.3395 11.4724
N -5.4694 -7.5291 12.1711
H -8.2264 -8.7990 17.0461
H -7.0263 -10.7711 17.0283
H -5.4950 -11.4132 15.1102
H -5.3473 -9.7129 13.2436
H -5.9647 -4.2621 12.0202
H -4.8756 -6.3075 10.4227
H -5.2977 -8.4272 11.8135
C -12.5239 -7.3401 9.7773
O -13.1473 -6.2465 10.4446
C -12.4813 -5.5133 11.4126
C -13.2015 -4.4260 11.8353
C -12.6045 -3.6350 12.7733
C -11.3080 -3.8549 13.3460
C -10.6876 -2.8938 14.2412
C -11.3568 -1.6324 14.6625
O -9.5489 -3.1571 14.6442
C -10.6170 -4.9877 12.8430
O -9.4092 -5.2872 13.1961
C -11.2328 -5.8234 11.9168
H -13.2943 -7.6765 9.0785
H -12.1576 -8.1030 10.4787
H -11.6700 -7.0010 9.2102
H -14.0984 -4.0993 11.3386
H -13.0924 -2.7384 13.1094
H -12.4477 -1.6779 14.6220
H -11.0310 -0.8312 13.9830
H -10.9875 -1.4293 15.6916
H -10.7344 -6.6578 11.4484
C -5.3964 -2.2784 16.6887
C -5.2144 -3.4897 15.8590
C -3.7775 -4.0370 15.9170
O -6.1985 -4.5181 16.2462
C -5.5678 -3.1252 14.3755
O -4.7533 -2.6765 13.5871
O -6.8249 -3.3258 14.1332
H -4.9532 -2.3725 17.6967
H -6.4414 -1.9739 16.7793
H -4.8361 -1.4544 16.2654
H -3.4447 -3.9968 16.9625
H -3.2011 -3.4518 15.2439
H -3.7666 -5.0602 15.5756
H -6.6214 -4.2267 17.0528
Se -10.7774 -4.2628 18.9689
C -9.6656 -4.4377 17.6517
N -8.8433 -4.5041 16.8287
*
```

Maximum force, hartree/bohr: 0.046
HOMO-LUMO gap, eV: 7.7564
Electronic energy, hartree: -4029.9291
HOMO level, eV: -8.0

Here are the natural (NBO) charges for atoms 1 to 8, given in e:
1 Zr 2.42
2 O -0.81
3 C 0.40
4 C -0.26
5 C -0.18
6 C -0.26
7 C -0.15
8 C -0.21

Below is C23H23N5O6S2 in the gas phase, with properties calculated with ωB97M-V/def2-TZVPD.

Structure (ORCA input):
```
! RIJCOSX wB97M-V def2-TZVPD def2/J DEFGRID3
* xyz 0 1
C -7.0460 -1.7133 2.2138
O -7.0460 -0.5999 1.3370
C -7.0123 -0.8721 0.0314
C -7.0328 0.1889 -0.8742
C -6.9847 -0.1565 -2.2179
N -7.0039 0.7879 -3.2106
S -6.3721 2.3505 -3.0654
O -6.9803 2.9949 -1.9448
O -6.5203 2.9182 -4.3681
C -4.6551 2.0187 -2.7264
C -3.8124 1.7378 -3.7841
C -2.4862 1.4284 -3.5493
C -2.0055 1.3924 -2.2385
N -0.7014 1.0899 -1.8897
C 0.3964 0.8457 -2.6271
S 0.5505 0.8191 -4.2681
N 1.5491 0.5884 -1.9001
C 1.7162 0.5338 -0.5318
O 0.7894 0.7291 0.2463
C 3.0768 0.2242 -0.1142
C 3.3634 0.0839 1.1925
C 4.6383 -0.2266 1.7863
C 4.7129 -0.4427 3.1633
C 5.9148 -0.7565 3.7612
C 7.0938 -0.8605 3.0271
O 8.2950 -1.1797 3.5894
C 8.3601 -1.4302 4.9730
C 7.0419 -0.6266 1.6342
O 8.0749 -0.6707 0.7517
C 9.4079 -0.8704 1.1690
C 5.8207 -0.3228 1.0506
C -2.8763 1.6775 -1.1784
C -4.1964 1.9930 -1.4220
N -6.9317 -1.4348 -2.6177
C -6.9306 -2.3456 -1.6710
N -6.9579 -2.1426 -0.3684
H -6.1436 -2.3123 2.0759
H -7.9167 -2.3462 2.0321
H -7.0795 -1.2994 3.2191
H -7.1134 1.2097 -0.5502
H -6.9755 0.4101 -4.1458
H -4.2023 1.7825 -4.7883
H -1.8275 1.2170 -4.3742
H -0.5110 1.0546 -0.8760
H 2.3551 0.4138 -2.4878
H 3.8225 0.1076 -0.8848
H 2.5378 0.2075 1.8839
H 3.8216 -0.3726 3.7676
H 5.9333 -0.9250 4.8257
H 7.7335 -2.2808 5.2581
H 8.0734 -0.5501 5.5567
H 9.4035 -1.6693 5.1731
H 9.7313 -0.1005 1.8723
H 10.0002 -0.7992 0.2570
H 9.5497 -1.8553 1.6179
H 5.8281 -0.1535 -0.0135
H -2.5018 1.6529 -0.1655
H -4.8723 2.2355 -0.6187
H -6.8966 -3.3781 -1.9939
*
```

Maximum force, hartree/bohr: 0.024
HOMO-LUMO gap, eV: 7.7612
Electronic energy, hartree: -2411.8528
HOMO level, eV: -8.5

Here are the natural (NBO) charges for atoms 1 to 8, given in e:
1 C -0.26
2 O -0.48
3 C 0.56
4 C -0.41
5 C 0.41
6 N -0.85
7 S 2.33
8 O -0.92

Below is a molecular structure, C23H23N6O2PPdSSe, with properties calculated with ωB97M-V/def2-TZVPD.

Structure (ORCA input):
```
! RIJCOSX wB97M-V def2-TZVPD def2/J DEFGRID3
* xyz 0 1
Pd 1.3299 0.4828 -0.3684
O 2.2566 1.0388 2.0471
C 1.4024 0.2399 1.6974
C 0.4782 -0.6000 2.2997
C 0.6143 -1.0010 3.6628
C -0.2877 -1.8685 4.2099
C -1.3660 -2.3750 3.4648
C -1.5207 -2.0056 2.1394
C -0.6201 -1.1348 1.5535
P -0.6612 -0.5736 -0.1555
C -0.9528 -2.1171 -1.0675
C 0.1788 -2.8739 -1.3619
C 0.0523 -4.1104 -1.9653
C -1.2094 -4.6108 -2.2506
C -2.3382 -3.8767 -1.9258
C -2.2166 -2.6277 -1.3409
C -2.1468 0.4517 -0.3280
C -2.6281 1.1358 0.7867
C -3.6510 2.0532 0.6485
C -4.1942 2.3070 -0.6004
C -3.7161 1.6336 -1.7148
C -2.6990 0.7044 -1.5846
H 1.4352 -0.6062 4.2401
H -0.1729 -2.1737 5.2387
H -2.0686 -3.0498 3.9278
H -2.3416 -2.3939 1.5511
H 1.1592 -2.4708 -1.1118
H 0.9356 -4.6808 -2.2164
H -1.3108 -5.5721 -2.7336
H -3.3186 -4.2809 -2.1320
H -3.0973 -2.0496 -1.1010
H -2.1859 0.9485 1.7567
H -4.0089 2.5902 1.5147
H -4.9849 3.0362 -0.6988
H -4.1218 1.8486 -2.6933
H -2.3151 0.1972 -2.4576
C 4.8704 -0.3269 1.6159
S 4.4047 1.1945 0.6981
C 6.0562 1.3893 -0.1056
O 3.5673 0.6914 -0.4246
H 5.5583 -0.0518 2.4064
H 5.3210 -1.0432 0.9374
H 3.9590 -0.7346 2.0438
H 6.8112 1.4657 0.6669
H 6.0348 2.3014 -0.6911
H 6.2527 0.5479 -0.7600
Se 1.9224 -0.1151 -2.7584
C 0.4708 0.7644 -3.2600
N -0.4587 1.3748 -3.5918
N -1.1144 3.7408 -2.4463
N -0.5380 3.4983 -1.2585
N -0.9854 3.9854 -0.1267
C -0.0992 3.5257 0.7494
N 0.8399 2.7975 0.1564
N 0.5483 2.7859 -1.1250
H -2.1098 3.9134 -2.3476
H -0.8881 2.9717 -3.1130
H -0.1340 3.7110 1.8026
*
```

Maximum force, hartree/bohr: 0.126
HOMO-LUMO gap, eV: 6.1161
Electronic energy, hartree: -4638.0225
HOMO level, eV: -6.8

Here are the natural (NBO) charges for atoms 1 to 8, given in e:
1 Pd 0.47
2 O -0.58
3 C 0.48
4 C -0.22
5 C -0.14
6 C -0.21
7 C -0.18
8 C -0.15

Below is a molecular structure, C23H24Cl2N5O4RuSeSi, with properties calculated with ωB97M-V/def2-TZVPD.

Structure (ORCA input):
```
! RIJCOSX wB97M-V def2-TZVPD def2/J DEFGRID3
* xyz 0 2
Ru 1.0127 -0.4161 0.3386
Cl 5.5347 3.1545 -3.3779
C 4.3676 2.6988 -2.1893
C 3.8838 1.4052 -2.1831
C 2.9631 1.0089 -1.2132
N 2.4093 -0.2539 -1.0586
C 2.8504 -1.3848 -1.6847
O 3.6197 -1.4458 -2.6279
C 2.3390 -2.6158 -1.0180
C 2.6649 -3.8668 -1.5206
C 2.2967 -4.9953 -0.8165
C 1.6007 -4.8379 0.3775
C 1.2869 -3.5606 0.7956
N 1.6386 -2.4667 0.1233
C 2.5339 1.9477 -0.2328
C 3.0226 3.2548 -0.2678
C 3.9331 3.6249 -1.2375
Cl 4.5489 5.2368 -1.2474
N 1.6450 1.4327 0.6934
C 1.1419 2.0845 1.7766
O 1.3329 3.2571 2.0678
C 0.2946 1.1982 2.6131
C -0.3930 1.7214 3.7017
C -1.1810 0.8937 4.4705
C -1.2499 -0.4542 4.1337
C -0.5494 -0.9017 3.0335
N 0.2061 -0.1064 2.2728
H 4.2149 0.6928 -2.9195
H 3.2146 -3.9060 -2.4506
H 2.5603 -5.9845 -1.1653
H 1.3123 -5.6871 0.9800
H 0.7365 -3.4078 1.7134
H 2.6895 3.9654 0.4694
H -0.2788 2.7782 3.8984
H -1.7337 1.2719 5.3196
H -1.8319 -1.1535 4.7164
H -0.6058 -1.9373 2.7340
C -3.9643 1.2193 0.0883
Si -2.4492 2.2608 -0.3719
C -1.9174 3.3230 1.0907
C -2.8173 3.3168 -1.8943
Se -0.8546 0.7107 -1.0806
H -4.8069 1.8502 0.3842
H -3.7318 0.5572 0.9245
H -4.2844 0.5991 -0.7507
H -2.4199 4.2922 1.0650
H -0.8446 3.5078 1.0839
H -2.1639 2.8381 2.0353
H -3.7528 3.8673 -1.7715
H -2.8995 2.7012 -2.7912
H -2.0205 4.0412 -2.0668
N -3.1155 -2.7841 -2.5505
C -3.0167 -2.9579 -1.1036
C -1.6336 -2.5157 -0.6395
O -0.7338 -2.5146 -1.6103
O -1.3738 -2.2292 0.5087
H -3.8420 -3.3625 -2.9473
H -1.2222 -2.7004 -2.4431
H -3.3058 -1.8173 -2.7893
H -3.0947 -4.0228 -0.8729
H -3.7662 -2.4252 -0.5157
*
```

Maximum force, hartree/bohr: 0.034
HOMO-LUMO gap (spin up / spin down), eV: 5.8015 / 6.3987
Electronic energy, hartree: -5171.9349
HOMO level (spin up / spin down), eV: -7.1 / -7.3
Expectation value of S²: 0.791

Here are the natural (NBO) charges for atoms 1 to 8, given in e:
1 Ru 0.86
2 Cl 0.02
3 C -0.07
4 C -0.24
5 C 0.11
6 N -0.58
7 C 0.63
8 O -0.59

Below is a molecular structure, C23H24Cl48N3O3, with properties calculated with ωB97M-V/def2-TZVPD.

Structure (ORCA input):
```
! RIJCOSX wB97M-V def2-TZVPD def2/J DEFGRID3
* xyz 1 1
C 3.0755 -1.1418 1.4905
C 1.6484 -0.4531 1.3247
O 0.5516 -1.2918 1.7393
C -0.1287 -0.7744 2.8861
C -1.5911 -0.2311 2.5829
O -2.0311 -0.4770 1.2167
N -1.4916 0.4622 0.4042
C -2.1022 1.5966 0.1039
N -3.4111 1.9060 0.5826
C -4.2341 2.1322 -0.6777
C -3.4885 1.7108 -1.9965
C -2.0138 2.2729 -2.1414
N -1.5295 2.5972 -0.7690
C -0.0664 2.6958 -0.6520
O 0.4685 3.9023 -1.1598
C 1.7963 4.1214 -0.6338
C 2.9477 3.5289 -1.5380
H 3.7740 -0.3342 1.8670
H 3.4065 -1.5084 0.4686
H 3.0303 -1.9749 2.2414
H 1.5117 -0.2912 0.2038
H 1.6487 0.5744 1.7815
H 0.4545 0.0147 3.4514
H -0.2317 -1.6348 3.6163
H -1.6264 0.8548 2.8829
H -2.3071 -0.7847 3.2556
H -0.5594 0.2288 0.0309
H -3.8460 1.1169 1.0649
H -5.1254 1.4366 -0.5861
H -4.6634 3.1659 -0.7394
H -4.0963 2.1459 -2.8667
H -3.5005 0.5931 -2.1701
H -1.3500 1.4643 -2.5716
H -2.0013 3.1580 -2.8464
H 0.4094 1.8416 -1.2476
H 0.2102 2.4881 0.4295
H 1.9616 5.2349 -0.5512
H 1.9365 3.7003 0.4033
H 2.8523 3.7883 -2.6280
H 3.0868 2.4178 -1.3816
H 3.9117 4.0044 -1.1712
C -2.1923 4.4619 3.6289
Cl -1.6246 4.4667 1.9475
Cl -3.8496 3.8328 3.6962
Cl -1.1276 3.4122 4.6029
Cl -2.1711 6.1144 4.2641
C -1.0167 -4.9390 3.5122
Cl 0.5190 -5.4781 2.8098
Cl -0.7045 -4.0926 5.0401
Cl -1.8177 -3.8306 2.3781
Cl -2.0485 -6.3549 3.8171
C -2.2791 3.2430 -6.4767
Cl -1.2574 4.6831 -6.3282
Cl -2.7921 3.0534 -8.1625
Cl -1.3640 1.8059 -5.9721
Cl -3.7074 3.4256 -5.4364
C -6.1950 -3.8834 3.3602
Cl -6.1917 -2.4471 4.4039
Cl -7.5516 -4.9343 3.8046
Cl -6.3654 -3.3816 1.6650
Cl -4.6691 -4.7643 3.5628
C 3.5888 -8.4425 1.4481
Cl 4.2107 -8.4794 -0.2110
Cl 1.9302 -9.0750 1.4598
Cl 4.6130 -9.4390 2.4970
Cl 3.5921 -6.7670 2.0364
C 4.6761 0.2485 -3.1998
Cl 5.6994 -1.0581 -3.8237
Cl 3.8572 -0.3044 -1.7222
Cl 5.6817 1.6586 -2.8199
Cl 3.4692 0.6933 -4.4216
C 2.0048 7.0238 4.6264
Cl 3.4913 6.5253 3.7945
Cl 2.4152 7.7277 6.2009
Cl 1.1520 8.2290 3.6424
Cl 0.9578 5.6103 4.8644
C 2.6292 -4.3791 -3.0312
Cl 3.1711 -5.2260 -1.5711
Cl 3.9039 -3.2802 -3.5941
Cl 2.2685 -5.5612 -4.3015
Cl 1.1657 -3.4434 -2.6574
C -0.6668 2.3905 8.9364
Cl -0.5618 3.7410 10.0803
Cl -2.0299 1.3446 9.3778
Cl -0.9156 3.0236 7.2940
Cl 0.8390 1.4534 8.9858
C 5.9860 -6.7686 -5.5407
Cl 7.0345 -8.0751 -6.1219
Cl 5.1127 -7.3097 -4.0937
Cl 6.9750 -5.3512 -5.1379
Cl 4.8223 -6.3363 -6.8085
C -1.6085 8.4413 -8.4438
Cl -0.7152 8.8428 -9.9221
Cl -0.5572 8.6805 -7.0334
Cl -3.0301 9.4927 -8.3067
Cl -2.1293 6.7464 -8.5084
C -2.3830 -8.2458 0.0430
Cl -2.7318 -8.1412 -1.6935
Cl -2.4966 -6.6294 0.7634
Cl -3.5579 -9.3252 0.8187
Cl -0.7438 -8.8858 0.2770
*
```

Maximum force, hartree/bohr: 0.067
HOMO-LUMO gap, eV: 9.5070
Electronic energy, hartree: -23369.4297
HOMO level, eV: -12.5

Here are the Löwdin charges for atoms 1 to 8, given in e:
1 C -0.06
2 C -0.26
3 O -0.18
4 C -0.19
5 C -0.11
6 O -0.06
7 N 0.12
8 C -0.25